ORCA calculation (ωB97M-V/def2-TZVPD) on a structure of composition C27H17BrN6OPtS2.

Values from the calculation:
HOMO-LUMO gap: 6.87 eV
energy relative to the best compared isomer or geometry (same formula, charge and spin): 0.00 kcal/mol
net charge: +2
E: -134210.016 eV
strongest force on any atom: 0.4 eV/A

Each line ends with the natural charge from an NBO analysis.
Cartesian coordinates (Å):
Pt  -0.422  -0.267  -0.055  1.51
Br  -1.657  1.403  -7.078  0.14
C  -0.999  1.033  -5.358  -0.13
C  0.302  0.522  -5.204  -0.12
C  0.816  0.248  -3.961  -0.28
C  0.049  0.450  -2.807  0.48
O  0.639  0.179  -1.647  -0.66
C  -1.261  0.967  -2.957  -0.27
C  -2.014  1.406  -1.846  0.27
N  -1.827  1.046  -0.606  -0.49
C  -2.142  1.936  0.469  0.08
C  -3.312  2.610  0.664  -0.19
C  -3.399  3.553  1.716  -0.17
C  -2.329  3.818  2.524  -0.16
C  -1.107  3.122  2.342  -0.10
C  0.061  3.327  3.114  -0.06
C  1.188  2.594  2.857  -0.25
C  1.159  1.612  1.852  0.11
N  0.086  1.403  1.120  -0.46
C  -1.039  2.161  1.326  0.20
C  -1.757  1.273  -4.251  -0.13
H  0.907  0.345  -6.084  0.25
H  1.818  -0.143  -3.854  0.24
H  -2.774  2.166  -2.020  0.22
H  -4.162  2.443  0.014  0.25
H  -4.330  4.083  1.863  0.25
H  -2.402  4.560  3.308  0.25
H  0.055  4.069  3.903  0.25
H  2.097  2.741  3.420  0.26
H  2.021  0.990  1.646  0.23
H  -2.749  1.696  -4.347  0.24
N  1.579  -3.144  2.052  -0.47
C  2.632  -3.014  1.150  0.10
C  3.839  -3.696  1.045  -0.21
C  4.667  -3.308  0.015  -0.17
C  4.310  -2.277  -0.873  -0.18
C  3.113  -1.604  -0.768  -0.23
C  2.265  -1.994  0.268  0.16
N  1.010  -1.540  0.664  -0.49
C  0.642  -2.252  1.718  0.39
C  -0.664  -1.992  2.297  0.06
C  -1.329  -2.514  3.357  -0.38
S  -2.879  -1.811  3.479  0.63
C  -2.570  -0.840  2.132  -0.11
N  -1.384  -1.027  1.614  -0.43
H  1.528  -3.809  2.807  0.45
H  4.113  -4.486  1.730  0.24
H  5.617  -3.807  -0.115  0.25
H  4.997  -2.011  -1.664  0.24
H  2.833  -0.818  -1.452  0.25
H  -1.003  -3.272  4.050  0.28
H  -3.294  -0.150  1.728  0.27
S  0.244  -3.645  -2.503  0.11
C  -0.556  -2.574  -1.694  0.15
N  -1.224  -1.760  -1.100  -0.68



ORCA calculation (ωB97M-V/def2-TZVPD) on a structure of composition C19H22BeCl6IN3O5PS.

Values from the calculation:
HOMO-LUMO gap: 1.86 eV
net charge: +1
E: -138513.682 eV
strongest force on any atom: 1.7 eV/A

Each line ends with the natural charge from an NBO analysis.
Cartesian coordinates (Å):
C  0.060  -2.943  3.479  -0.09
C  -0.216  -2.357  2.481  -0.01
C  -0.678  -2.015  1.185  -0.04
C  -2.052  -2.205  0.842  -0.46
P  -3.295  -2.907  1.978  2.37
O  -4.416  -3.497  1.234  -1.07
O  -3.692  -1.754  2.958  -0.99
O  -2.584  -4.047  2.821  -0.97
C  -2.448  -1.835  -0.408  0.19
N  -3.753  -1.962  -0.837  -0.30
C  -4.675  -1.181  -0.367  0.41
C  -4.412  0.099  0.381  -0.71
C  -6.067  -1.557  -0.523  -0.61
C  -1.506  -1.318  -1.365  0.21
N  -1.965  -1.011  -2.601  -0.38
C  -1.061  -0.589  -3.430  0.05
I  -1.683  -0.102  -5.417  0.23
C  0.293  -0.406  -3.087  -0.05
N  0.768  -0.646  -1.907  -0.32
C  -0.159  -1.136  -1.019  0.09
C  0.241  -1.473  0.282  0.05
C  1.645  -1.245  0.654  -0.13
Cl  2.582  -2.649  1.074  0.04
C  2.214  -0.038  0.667  0.03
C  1.501  1.231  0.368  -0.67
Cl  3.881  0.136  1.049  0.05
H  0.307  -3.477  4.361  0.25
H  -4.638  -1.875  3.185  0.55
H  -2.404  -4.800  2.246  0.52
H  -5.277  0.738  0.229  0.25
H  -4.365  -0.130  1.444  0.28
H  -3.542  0.634  0.014  0.23
H  -6.205  -2.382  -1.208  0.26
H  -6.429  -1.816  0.566  0.28
H  -6.622  -0.667  -0.802  0.24
H  0.985  -0.026  -3.841  0.20
H  0.428  1.115  0.493  0.21
H  1.815  2.043  1.013  0.28
H  1.725  1.547  -0.650  0.24
C  1.927  6.516  1.903  -0.83
S  0.984  5.283  1.003  1.25
O  1.956  4.274  0.493  -1.00
C  0.549  6.342  -0.380  -0.83
H  2.330  6.044  2.797  0.25
H  2.743  6.881  1.280  0.24
H  1.269  7.336  2.190  0.23
H  1.456  6.720  -0.853  0.24
H  -0.066  7.169  -0.024  0.23
H  -0.018  5.750  -1.095  0.23
Be  0.571  -1.449  -5.616  0.58
C  6.336  -0.604  -2.234  -0.28
Cl  6.908  0.956  -2.815  0.03
Cl  4.817  -1.048  -3.022  0.00
Cl  7.552  -1.856  -2.490  0.02
H  6.149  -0.523  -1.171  0.23
O  9.094  -3.887  0.247  -0.94
H  9.748  -3.331  0.682  0.47
H  8.564  -3.275  -0.273  0.47
Cl  -7.067  -1.404  2.219  -0.33



ORCA calculation (ωB97M-V/def2-TZVPD) on an isolated molecule of C9H12BNO4.

Values from the calculation:
SMILES string: O=C(COc1ccccc1)NCB(O)O
HOMO-LUMO gap: 9.56 eV
energy relative to the best compared isomer or geometry (same formula, charge and spin): 21.85 kcal/mol
net charge: 0
E: -19886.338 eV
strongest force on any atom: 4.4 eV/A

Each line ends with the natural charge from an NBO analysis.
Cartesian coordinates (Å):
O  2.889  0.615  -0.502  -0.65
C  1.993  -0.163  -0.280  0.66
C  1.777  -0.849  1.078  -0.15
O  0.594  -1.679  1.048  -0.52
C  -0.587  -1.086  1.550  0.31
C  -1.631  -1.915  2.015  -0.27
C  -2.845  -1.344  2.322  -0.18
C  -2.975  0.080  2.284  -0.23
C  -1.930  0.840  1.866  -0.19
C  -0.785  0.303  1.502  -0.31
N  1.100  -0.519  -1.257  -0.61
C  1.124  -0.052  -2.621  -0.59
B  0.984  1.511  -2.944  1.08
O  0.228  2.110  -3.906  -0.88
O  1.708  2.425  -2.173  -0.93
H  2.538  -1.639  1.235  0.23
H  1.686  -0.112  1.830  0.22
H  -1.530  -2.981  1.893  0.23
H  -3.729  -1.952  2.458  0.22
H  -3.835  0.556  2.706  0.22
H  -2.058  1.923  1.641  0.22
H  -0.142  0.968  0.914  0.22
H  0.411  -1.276  -1.044  0.43
H  0.273  -0.446  -3.260  0.24
H  2.079  -0.219  -3.094  0.23
H  0.515  3.023  -3.805  0.50
H  2.147  1.878  -1.458  0.51



ORCA calculation (ωB97M-V/def2-TZVPD) on a cluster of 2 separate species, C6H14O in total.

Values from the calculation:
SMILES string: C/C=C/CCC.O
HOMO-LUMO gap: 9.66 eV
energy relative to the best compared isomer or geometry (same formula, charge and spin): 38.45 kcal/mol
net charge: 0
E: -8495.225 eV
strongest force on any atom: 3.1 eV/A

Each line ends with the natural charge from an NBO analysis.
Cartesian coordinates (Å):
C  2.072  -0.207  3.000  -0.65
C  1.129  0.331  1.940  -0.20
C  1.114  -0.134  0.687  -0.16
C  0.082  0.214  -0.385  -0.44
C  -1.158  -0.621  -0.223  -0.41
C  -1.684  -1.189  -1.574  -0.60
H  1.815  0.118  4.004  0.21
H  3.076  0.021  2.705  0.22
H  1.874  -1.278  3.101  0.22
H  0.330  1.022  2.155  0.19
H  1.926  -0.810  0.378  0.18
H  -0.050  1.347  -0.354  0.20
H  0.692  0.024  -1.247  0.21
H  -0.994  -1.363  0.558  0.21
H  -1.958  0.019  0.153  0.20
H  -2.407  -0.534  -2.018  0.21
H  -2.277  -2.096  -1.461  0.20
H  -0.890  -1.505  -2.263  0.20
O  -0.737  1.916  -2.912  -0.95
H  -0.748  2.779  -2.496  0.47
H  -1.207  1.943  -3.749  0.48